Record 1
Here is C15H18BN9ORh as an isolated structure from OMol25. Energies are from wB97M-V/def2-TZVPD.

Calculated values
⟨S²⟩: 0.78
2S+1: 2
HOMO (spin up / spin down) in hartree: -0.5347 / -0.5347
Largest force on an atom in hartree/bohr: 0.008
Net charge: +2
Energy relative to the best compared isomer or geometry (same formula, charge and spin) in kJ/mol: 0.0
Lowest unoccupied orbital energy (spin up / spin down) in Ha: -0.312 / -0.353

Element x y z (Å)
Rh 0.086 -1.329 0.829
O 0.100 -3.039 -0.347
N 1.269 3.419 -1.596
N -0.420 -5.192 -0.658
N 1.457 0.627 -0.858
N 0.153 0.345 1.884
N -1.266 -0.511 -0.284
N 0.222 2.891 -0.905
N 0.272 1.491 1.182
N 1.531 -0.617 -0.320
N -1.014 0.696 -0.823
C 0.937 4.665 -1.850
C -2.359 -1.031 -0.864
C -0.336 4.985 -1.321
C -0.400 -2.979 2.254
C 0.209 0.642 3.189
C 0.407 2.509 2.043
C 2.469 0.768 -1.725
C 0.367 2.010 3.335
C -0.983 -4.115 1.476
C -0.395 -4.112 0.089
C 2.562 -1.265 -0.878
C -2.847 -0.113 -1.776
C -0.758 3.833 -0.728
C -1.964 0.956 -1.726
C 3.198 -0.412 -1.760
B 0.261 1.511 -0.380
H 4.082 -0.611 -2.340
H 2.793 -2.282 -0.606
H -0.793 -6.065 -0.320
H -0.858 5.924 -1.376
H -2.070 -4.029 1.397
H -2.740 -1.998 -0.580
H -0.783 -5.063 1.990
H -3.729 -0.203 -2.384
H 2.601 1.711 -2.227
H 0.524 3.518 1.683
H -1.666 3.609 -0.189
H 0.674 -3.053 2.472
H 0.135 -0.129 3.939
H -0.049 -5.161 -1.598
H 1.614 5.300 -2.399
H -1.957 1.889 -2.267
H 0.444 2.565 4.254
H -0.983 -2.558 3.068

Atomic partial charges in e from the Löwdin method, atoms 1 to 8: 1.27, -0.09, 0.08, 0.26, 0.06, -0.11, -0.08, -0.03

***

Record 2
Here is a 2-piece molecular cluster, C15H18F4NO6S2 overall from OMol25. Energies are from wB97M-V/def2-TZVPD.

Calculated values
HOMO in hartree: -0.1140
Largest force on an atom in hartree/bohr: 0.063
Net charge: -1
Energy relative to the best compared isomer or geometry (same formula, charge and spin) in kJ/mol: 21.7
Lowest unoccupied orbital energy in Ha: 0.090

Element x y z (Å)
S -1.524 -3.406 2.962
S 0.711 -4.421 1.320
F -2.571 -4.009 5.270
F 0.586 3.673 0.700
F -0.709 -5.174 4.954
F -2.503 -5.703 3.821
O 0.846 -5.480 0.356
O 2.134 1.335 -1.297
O -1.485 3.724 -0.886
O 1.630 -4.233 2.413
O 2.832 3.428 -0.720
O -0.654 2.087 -2.253
N -0.910 -4.546 1.875
C -0.667 -0.736 0.586
C 0.605 -2.779 -0.863
C -1.805 -4.642 4.337
C -2.783 3.604 -1.547
C -0.521 -0.637 -0.792
C -0.537 2.853 -1.291
C 0.176 -1.617 -1.506
C 4.120 3.163 -1.348
C 0.463 -2.853 0.520
C 0.594 2.903 -0.411
C 4.883 4.468 -1.451
C -0.032 -1.782 1.260
C 1.894 2.459 -0.876
C -3.379 4.989 -1.488
C -1.831 -5.319 1.063
H -1.366 -6.302 0.939
H 1.075 -3.593 -1.408
H -1.270 -0.017 1.146
H -3.206 5.466 -0.517
H -0.900 0.240 -1.318
H -1.962 -4.889 0.061
H -4.456 4.965 -1.676
H -2.888 5.621 -2.240
H 0.104 -1.687 2.342
H -2.778 -5.332 1.599
H -3.370 2.869 -0.972
H 4.638 2.443 -0.700
H 3.974 2.732 -2.351
H 0.334 -1.506 -2.579
H 4.842 5.040 -0.513
H -2.695 3.283 -2.597
H 4.423 5.074 -2.248
H 5.937 4.247 -1.677

Atomic partial charges in e from the Löwdin method, atoms 1 to 8: 1.08, 0.67, 0.06, 0.01, 0.09, 0.05, -0.29, 0.06

***

Record 3
Here is C15H18N2O6OsP2S3Sb as an isolated structure from OMol25. Energies are from wB97M-V/def2-TZVPD.

Calculated values
⟨S²⟩: 0.76
2S+1: 2
HOMO (spin up / spin down) in hartree: -0.2757 / -0.2738
Largest force on an atom in hartree/bohr: 0.002
Lowest unoccupied orbital energy (spin up / spin down) in Ha: -0.036 / -0.055

Element x y z (Å)
Os 0.523 1.080 -0.355
Sb 1.642 4.426 -1.135
S -0.324 3.064 -0.132
S 3.295 3.460 0.198
S 1.331 6.190 0.455
P 2.509 1.074 -3.013
P 2.424 -0.793 -0.680
O 2.269 0.186 0.483
O 1.061 -1.025 -1.269
O 3.232 -2.096 -0.269
O 3.457 1.963 -3.709
O 1.484 1.703 -2.073
O 1.757 0.067 -3.992
N -0.769 0.349 0.626
N 4.401 1.012 -1.221
C -4.201 -0.597 0.477
C 3.533 -0.009 -1.904
C -1.969 -0.267 2.562
C -1.439 0.736 3.370
C -1.553 0.646 4.748
C -2.193 -0.443 5.324
C -5.163 -1.035 -0.420
C -2.720 -1.444 4.521
C -2.850 -0.694 0.150
C -3.436 -1.678 -1.964
C -1.817 -0.180 1.085
C -2.469 -1.235 -1.076
C 4.383 -0.983 -2.707
C -4.782 -1.577 -1.639
C -2.612 -1.358 3.142
H 5.096 -1.503 -2.066
H -3.021 -2.139 2.513
H 4.921 -0.450 -3.493
H -4.497 -0.166 1.425
H 5.043 0.594 -0.549
H -0.947 1.585 2.911
H 2.042 0.216 -4.903
H 2.792 -2.629 0.406
H -3.217 -2.295 4.969
H 3.744 -1.730 -3.176
H -1.418 -1.313 -1.325
H 3.847 1.831 -0.704
H -3.137 -2.101 -2.914
H -2.284 -0.510 6.401
H -5.535 -1.921 -2.336
H -6.211 -0.948 -0.167
H -1.147 1.431 5.372
H 4.925 1.507 -1.949

Atomic partial charges in e from the Löwdin method, atoms 1 to 8: 1.17, 0.32, 0.02, -0.14, -0.09, 0.31, 0.31, -0.42

***

Record 4
Here is C15H18NPdS4 as an isolated structure from OMol25. Energies are from wB97M-V/def2-TZVPD.

Calculated values
HOMO in hartree: -0.0843
Largest force on an atom in hartree/bohr: 0.010
Net charge: -1
Energy relative to the best compared isomer or geometry (same formula, charge and spin) in kJ/mol: 6.4
Lowest unoccupied orbital energy in Ha: 0.096

Element x y z (Å)
Pd -0.420 0.266 -0.375
S -0.233 -0.210 1.984
S -2.140 1.748 0.124
S 2.388 -0.282 -4.122
S -2.593 -1.689 -0.114
N 2.876 0.352 -0.204
C -3.878 -0.515 0.380
C -0.923 1.361 2.605
C 3.141 0.119 -1.499
C 0.724 -0.440 -4.485
C -2.223 1.831 1.950
C 5.226 0.367 0.300
C 0.673 -0.094 -2.117
C 4.476 0.012 -1.940
C -1.548 -1.345 2.541
C 2.018 -0.036 -2.422
C -2.037 -2.338 1.484
C 5.513 0.140 -1.042
C 3.887 0.460 0.647
C -3.702 0.882 -0.207
C -0.037 -0.341 -3.362
H -1.177 -1.926 3.389
H -2.829 -2.949 1.928
H -1.224 -3.011 1.207
H -3.912 -0.475 1.469
H -1.116 -0.429 -3.403
H -3.063 1.226 2.295
H 6.539 0.058 -1.382
H -3.732 0.828 -1.297
H 4.684 -0.179 -2.984
H -4.848 -0.896 0.054
H -0.127 2.077 2.398
H 0.403 -0.599 -5.504
H -1.051 1.305 3.690
H 6.006 0.470 1.043
H -2.420 2.859 2.259
H -2.382 -0.747 2.912
H 3.605 0.636 1.683
H -4.543 1.504 0.115

Atomic partial charges in e from the Löwdin method, atoms 1 to 8: 0.06, 0.77, 0.75, 0.91, 0.82, 0.11, -0.54, -0.54

***

Record 5
Here is a 2-piece molecular cluster, C15H18O overall from OMol25. Energies are from wB97M-V/def2-TZVPD.

Calculated values
HOMO in hartree: -0.2999
Largest force on an atom in hartree/bohr: 0.053
Energy relative to the best compared isomer or geometry (same formula, charge and spin) in kJ/mol: 101.9
Lowest unoccupied orbital energy in Ha: 0.028

Element x y z (Å)
O -0.097 2.552 1.844
C 0.280 -2.461 0.426
C -0.995 -1.035 2.497
C -1.961 -2.955 -0.641
C -1.432 -4.308 -1.135
C 0.390 -1.178 2.494
C 1.466 2.079 -3.614
C 0.416 2.365 0.598
C 0.711 1.148 -1.465
C 1.019 -1.907 1.504
C -1.103 -2.423 0.534
C 0.426 1.158 -0.096
C 1.062 3.468 -1.444
C -1.755 -1.741 1.559
C 1.082 2.269 -2.149
C 0.792 3.540 -0.075
H 0.536 0.233 -2.045
H 0.952 4.484 0.431
H 0.634 1.601 -4.112
H -0.214 1.730 2.315
H 2.081 -2.112 1.438
H 2.347 1.415 -3.723
H 0.777 -2.846 -0.433
H 0.981 -0.629 3.209
H -0.343 -4.380 -1.245
H 0.537 0.211 0.455
H 1.629 3.045 -4.082
H -1.928 -2.167 -1.413
H -1.411 -0.502 3.355
H -1.556 -5.076 -0.349
H -2.944 -3.114 -0.217
H -2.803 -1.642 1.791
H 1.306 4.364 -2.006
H -1.874 -4.540 -2.121

Atomic partial charges in e from the Löwdin method, atoms 1 to 8: 0.05, -0.04, -0.10, -0.19, -0.11, -0.13, -0.05, -0.31

***

Record 6
Here is a 2-piece molecular cluster, C15H18O overall from OMol25. Energies are from wB97M-V/def2-TZVPD.

Calculated values
HOMO in hartree: -0.2937
Largest force on an atom in hartree/bohr: 0.176
Energy relative to the best compared isomer or geometry (same formula, charge and spin) in kJ/mol: 351.5
Lowest unoccupied orbital energy in Ha: 0.027

Element x y z (Å)
O 2.801 -1.237 0.761
C 3.709 0.958 0.387
C -2.151 -1.154 -0.147
C -2.595 -2.054 2.479
C 2.150 2.535 -0.835
C -3.227 -0.695 0.588
C 1.611 3.756 -1.074
C 3.218 2.196 -0.008
C -1.763 -0.713 -1.492
C 2.745 -0.029 0.169
C -1.368 -2.182 0.446
C -1.626 -2.610 1.780
C -3.469 -1.143 1.923
C 1.571 0.126 -0.650
C -2.780 0.311 -2.206
C 1.381 1.309 -1.351
H -2.830 1.330 -1.944
H 2.195 4.611 -1.345
H 4.466 0.714 1.090
H 3.450 -1.204 1.544
H 3.667 3.181 0.380
H 1.063 -0.840 -0.995
H -0.552 -2.672 -0.054
H -2.804 -2.488 3.484
H -0.841 -3.421 2.066
H 0.636 1.254 -2.147
H -2.713 0.503 -3.232
H -4.357 -0.965 2.636
H 0.841 3.791 -1.959
H -0.860 -0.110 -1.312
H -1.404 -1.514 -1.979
H -3.974 -0.074 0.067
H -3.827 -0.082 -2.200
H 0.990 4.212 -0.259

Atomic partial charges in e from the Löwdin method, atoms 1 to 8: 0.02, -0.02, -0.25, -0.18, -0.32, -0.04, -0.14, -0.07